1.
The following is a quantum chemistry calculation of the ion C32H50BFN3O4 with charge +1, from OMol25.

The total energy comes out at -50015.602 eV. Its spin multiplicity is 1. The total charge is +1. The lowest unoccupied orbital energy comes out at -4.6 eV. The value obtained for the frontier orbital gap is 6.060 eV.

XYZ file:
```
91
Properties=species:S:1:pos:R:3:forces:R:3:mulliken_charge:R:1
H 3.014017 0.780119 -5.202625 -1.695 -1.901 -1.462 0.236
O -4.932553 -5.196876 3.163616 0.815 6.836 5.715 -0.518
H -4.636334 -0.099776 -3.317745 1.079 2.089 0.225 0.294
C -2.467827 -0.237508 5.034347 -0.696 0.131 0.630 -0.581
B 4.393110 -0.412266 0.196147 1.636 -0.608 0.720 0.830
C -6.280120 -3.839374 4.864529 0.388 0.179 0.752 -0.759
O 4.497258 -1.495586 1.193591 0.678 2.194 -3.512 -0.556
H -5.981392 -3.255288 5.848415 -0.749 -1.045 -2.147 0.269
H 3.605329 4.522497 2.837083 0.552 -1.997 1.507 0.291
H 3.964402 1.303655 3.524814 -0.365 1.511 -1.593 0.227
H 5.623039 -3.252263 -2.699731 -1.487 1.572 1.688 0.372
H -2.715166 0.380010 6.024175 0.659 -1.461 -2.093 0.288
H -1.400610 -0.520350 2.162600 -1.165 1.722 0.477 0.097
H 3.739315 3.635276 4.594116 0.289 0.002 -2.421 0.261
H 0.828075 0.368966 2.383204 1.883 0.574 -2.061 -0.416
C -1.717922 0.815565 4.006311 0.759 -0.411 -0.231 -0.438
O 5.530292 0.537032 -0.014603 -3.767 -1.200 -0.357 -0.687
H 5.670418 -3.193947 1.742680 0.271 2.307 -1.433 0.220
C 4.260355 -1.189556 -2.777969 1.482 -1.889 -3.046 -0.687
C 3.829167 2.150869 2.728662 0.097 1.019 -0.651 -0.165
H 2.277338 -0.275013 -6.815877 0.580 -0.099 2.570 0.328
H 6.239228 -2.362642 0.096413 -0.941 0.574 1.993 0.242
H -3.816025 1.210511 -4.413096 -0.377 -0.850 2.439 0.121
H 2.545419 -0.191890 2.336049 -1.224 1.342 -2.110 0.426
C 4.068565 3.633071 3.465744 1.123 -0.495 -0.714 -0.401
H -3.489204 1.600803 -0.507249 2.600 -1.106 -1.128 0.138
C 3.532568 -3.662557 -1.752348 1.822 1.479 -1.496 -0.529
C 1.647994 0.219539 0.141925 1.039 -1.883 -4.438 0.168
C -5.967059 1.567015 -1.787050 -0.182 -1.641 -0.062 -0.637
H 5.191975 -0.479093 -2.541153 -2.317 -1.700 0.292 0.377
H -6.678557 0.873158 -2.448538 1.375 1.674 1.523 0.266
H 4.336959 -1.202855 -3.965586 -1.007 0.582 2.416 0.351
N 5.589571 3.888301 3.457672 -0.391 -0.456 -1.158 -0.661
C 1.621248 -0.619386 -3.020216 1.140 0.178 0.935 0.321
C -2.503079 1.142899 -1.004571 3.670 -1.446 -1.161 -0.748
H -4.428620 0.003343 3.809660 1.130 -1.727 1.453 0.269
C -0.884763 0.529703 -5.967002 -0.589 1.320 -0.014 -0.567
H 6.109360 2.981583 3.311243 -0.873 1.297 0.390 0.287
H -0.826256 -1.581259 -4.846178 -0.954 2.631 -0.006 0.155
H 6.537637 -1.494453 1.837890 -1.277 -1.543 -1.762 0.266
C -2.594587 0.661066 -2.567289 3.488 -0.386 2.562 0.040
C 1.797192 -1.058647 -4.618509 1.499 2.313 -2.986 -0.388
H 5.192813 1.324656 -0.540785 0.672 -1.458 0.836 0.350
C -1.101019 1.027072 -0.095685 -1.804 -0.099 -3.208 -0.142
C 1.816067 0.535726 1.729250 0.084 0.236 0.805 -0.121
C 2.413183 -0.143545 -5.661581 -1.534 -1.792 4.527 -0.752
H -2.822319 -2.158381 2.809410 -1.835 0.112 1.633 0.009
C -0.297940 1.954019 -5.320975 -0.831 0.094 -0.409 -0.720
H 3.680142 -4.090183 -0.655853 0.317 -0.274 -3.087 0.217
C 2.978084 -0.332781 -0.711602 -3.995 1.285 0.620 -0.163
H -1.779689 -1.160226 5.341698 -1.367 2.131 -0.791 0.289
H -3.083684 0.402255 2.098864 2.428 0.013 0.849 0.331
H 1.646947 2.791022 2.488283 1.407 -1.676 -1.252 0.396
O -3.657764 -3.409106 4.329566 -3.341 -0.767 -1.362 -0.318
H -1.844544 0.862065 -6.592446 1.972 -0.987 1.485 0.379
H 0.609929 1.785400 -4.593976 -1.838 0.423 -1.550 0.118
H -6.839717 -4.830061 5.200682 1.527 1.982 -0.996 0.311
H 2.584914 2.583178 0.860950 -0.443 -1.012 1.949 0.297
H -2.155737 2.480529 1.367885 2.001 -1.755 -0.327 0.463
H -1.989489 1.936156 4.212447 0.241 -2.197 -0.274 0.331
C -4.045518 0.914776 -3.279437 0.984 0.150 -1.583 -0.474
C -1.375620 -0.518854 -4.808640 0.611 -1.601 -0.755 0.335
C 0.250736 0.390249 -0.762612 -0.870 0.341 0.305 0.122
C -1.298965 1.646654 1.401338 -1.151 0.103 0.296 -0.557
H -4.300445 2.819507 -2.313876 -0.581 -1.088 -0.464 0.314
H -1.198551 2.467625 -4.730064 2.087 -1.184 -1.123 0.237
C 2.410566 2.087125 1.908602 -0.099 0.428 0.650 -0.630
C 5.810411 -2.158312 1.166054 1.166 -0.599 1.932 -0.628
H 2.560438 -3.960523 -2.378146 1.450 1.886 2.154 0.234
H -6.604222 2.416659 -1.295034 1.487 -1.555 -1.079 0.273
H -0.153717 0.038704 -6.738007 -1.369 0.849 1.758 0.222
H -7.057548 -3.222514 4.216743 1.940 -1.200 1.250 0.232
N 2.939348 -0.704247 -2.214039 -3.690 1.613 1.597 0.387
C -3.892352 -0.828958 4.473367 -0.545 0.048 -0.561 -0.489
H -0.032385 2.714492 -6.198349 -0.357 -1.825 1.907 0.343
H 1.456577 -2.126793 -5.027966 0.334 2.600 1.419 0.254
F -2.753845 -0.963052 -5.241060 2.415 1.283 1.666 -0.376
C -1.233329 0.002915 -3.272274 -1.984 1.649 3.129 0.469
H 4.692211 2.090148 1.907936 -1.781 -0.144 1.977 0.022
N -4.869547 2.042338 -2.710850 0.093 -0.973 0.801 -0.312
C -1.944835 0.483976 2.417090 0.622 0.084 -0.480 -0.209
H -4.703309 -2.275200 2.829351 1.841 0.495 1.352 0.322
C -3.757953 -2.168175 3.529917 -0.215 0.681 -0.885 -0.197
H 5.852141 4.468830 2.619505 -0.520 -0.813 1.202 0.259
H -0.376515 2.198128 1.859176 -1.531 -1.374 -1.076 -0.055
C 4.587023 -2.791195 -2.410658 -2.540 -1.038 1.954 -0.181
H -4.660808 -1.090513 5.343088 1.858 0.547 -1.760 0.277
H -0.552634 0.714040 4.243494 -2.420 0.343 -0.624 0.116
C -4.898614 -4.179908 4.047768 -0.593 -4.996 -3.679 0.590
C 0.182009 -0.076772 -2.371954 0.864 -0.248 0.297 0.206
H -5.510677 0.826661 -0.970145 -1.163 1.600 -1.269 0.217
```
Forces are in eV/Å.

---

2.
The following is a quantum chemistry calculation of a structure of composition C32H50BIIrN8PS, from OMol25.

The total energy comes out at -77649.790 eV. Its spin multiplicity is 2. The total charge is +1. The lowest unoccupied orbital energy (spin up / spin down) comes out at -5.8 / -5.2 eV. The value obtained for the frontier orbital gap (spin up / spin down) is 3.605 / 4.326 eV.

XYZ file:
```
95
Properties=species:S:1:pos:R:3:forces:R:3:mulliken_charge:R:1
H -4.291340 -2.308406 -2.075245 -0.126 -0.003 0.029 0.301
C 3.824660 4.449494 0.839955 -0.235 0.422 0.924 -0.846
C 3.285260 4.882494 2.073255 0.525 -0.301 -1.062 -0.433
C 0.647660 1.432894 -4.665345 0.045 -0.050 0.364 -1.237
H 0.177760 6.970294 -1.736045 0.061 0.083 -0.269 0.497
H 1.421360 -1.665706 -1.913745 -0.039 0.040 -0.092 -0.596
H -1.217840 -3.895706 1.245855 -0.139 -0.050 0.013 0.240
H -1.938840 -3.732606 -3.365845 0.081 -0.061 -0.026 0.295
H 4.225860 -4.649006 -0.706845 -0.034 -0.090 -0.019 0.478
N 2.197260 2.718994 0.697555 -0.123 1.805 1.574 0.763
H 0.573660 -1.366306 3.084255 0.076 0.145 -0.033 -0.411
H -0.574840 -0.041006 2.968255 0.173 -0.106 0.014 -0.311
C -1.683840 -1.874106 -1.019445 0.415 0.586 0.174 0.698
H -0.724140 -1.011906 5.187755 -0.051 0.066 -0.042 0.433
H -3.226940 -4.552306 -2.498645 0.065 -0.043 -0.047 0.527
H 4.680660 4.938594 0.410355 0.116 0.028 -0.097 0.479
H 3.674460 2.995694 -0.717745 -0.007 -0.120 -0.002 0.453
N -1.705740 1.756494 2.028655 -0.113 0.048 1.845 -1.461
H 0.898260 0.819894 -5.505845 0.080 -0.099 -0.144 0.476
C 2.263260 -2.349006 0.880855 -0.094 -0.175 0.302 -0.356
H -1.054140 -3.960906 -1.193945 0.048 -0.055 0.145 0.108
C -0.485840 -1.122706 3.050055 -0.058 0.057 0.213 0.704
C 3.184260 -3.574706 0.859755 -0.030 0.033 -0.095 -0.971
N -0.364040 4.939494 -1.593445 0.642 0.577 0.100 -0.056
H 1.026260 0.184194 -2.867545 -0.050 -0.168 0.133 0.437
S -2.627540 1.297894 -0.455045 1.147 0.508 0.152 -0.475
C -1.469940 -1.207206 -2.375645 -0.168 0.311 0.043 0.347
H -1.131140 -0.179206 -2.232545 0.046 -0.173 -0.103 -1.464
H -4.190740 -2.709606 -3.785145 -0.137 0.017 0.041 0.495
H 3.655960 -2.317106 -1.494745 0.038 0.055 -0.027 0.320
H 1.972760 -2.144306 1.908755 0.100 0.183 -0.015 -0.386
H -0.705940 -1.740506 -2.938645 0.129 0.003 -0.012 0.500
C 2.957260 -3.147406 -1.604345 -0.028 -0.212 -0.006 -0.844
C -2.701340 1.387594 1.297955 -0.115 -0.236 -1.597 0.324
H -0.717940 -4.879106 3.401355 0.085 -0.011 -0.043 0.536
N -0.520640 2.008394 1.467455 0.997 2.511 0.492 1.061
B -0.322440 4.604994 -3.085245 -0.320 0.411 -0.511 -0.050
C 1.053660 -2.618606 -0.007845 -0.098 0.680 0.005 0.966
H -1.785840 -3.530606 5.025555 0.018 -0.057 0.051 0.366
H 4.178360 -3.270506 1.186455 0.005 0.003 0.060 0.527
C 0.318460 2.714994 2.237955 -2.883 -2.210 -0.226 -0.233
H 0.015960 3.403194 -5.490445 -0.006 0.250 -0.094 0.486
H -2.617740 -3.718106 -0.415745 0.062 -0.057 0.034 0.322
C -2.783640 -1.192306 -3.162945 0.007 -0.081 0.011 -0.931
H -2.571140 -1.403006 -0.581345 0.069 -0.074 0.009 0.581
C -2.668240 -3.618006 -2.562945 -0.216 0.015 0.072 -0.852
I 3.049660 0.417794 3.584455 -0.351 0.341 -0.401 -0.523
H -2.552840 -1.107206 -4.224545 -0.038 0.069 -0.066 0.503
H 0.522060 5.281494 -3.583545 0.251 0.235 -0.014 -0.096
H -0.644340 7.046694 0.866455 -0.058 0.227 0.099 0.479
H -3.372340 -0.318906 -2.880845 0.004 0.085 -0.061 0.183
H 1.636860 0.746794 0.846455 0.139 0.232 0.071 0.200
H -2.463440 -3.437406 2.392255 -0.059 -0.020 -0.073 0.393
C -1.130040 -1.585006 4.353755 0.115 -0.005 -0.025 -1.059
C -3.599840 -2.463606 -2.904445 0.096 -0.113 -0.159 -0.771
C 2.177260 4.253694 2.557555 -0.907 -0.684 -0.259 -1.106
H -0.075340 -3.233806 5.292355 -0.029 0.013 0.063 0.379
N -3.865040 1.005294 1.870255 0.262 0.322 0.167 -0.276
C 3.271260 3.379494 0.207155 -0.030 -0.419 -0.142 0.088
H -0.064440 3.044494 3.196455 0.084 -0.340 0.126 0.375
H -2.159740 -1.302206 1.753855 0.052 -0.040 -0.103 0.467
C -1.056640 4.919194 0.451755 0.092 0.563 0.342 -0.213
C -1.412140 -3.295206 2.133355 0.194 -0.273 -0.215 -0.847
C -0.551840 -3.807106 3.282455 -0.147 -0.033 0.047 -0.586
H -1.388040 4.851094 -3.561545 -0.335 0.022 -0.085 -0.099
H 2.362560 1.224894 -0.723745 -0.133 0.171 0.083 0.416
N -0.880140 4.164494 -0.636145 0.529 -1.867 0.194 0.001
C -1.183740 -1.793106 1.863055 0.213 0.848 -0.183 0.467
H -3.987840 1.228294 2.846055 -0.007 -0.043 0.050 0.291
H -2.200240 -1.375806 4.304755 -0.129 0.048 0.045 0.331
C -1.968340 -3.369006 -1.218645 0.001 -0.233 0.035 -0.944
N 0.288660 2.129294 -2.573045 -0.109 -0.157 0.752 0.173
H 2.798060 -1.474106 0.511655 0.005 0.147 0.095 0.318
P -0.354240 -1.395406 0.218555 -0.624 -1.076 -0.111 -0.146
H 3.738360 5.707094 2.595755 0.032 0.094 0.142 0.485
C 1.507660 -2.661106 -1.473745 0.056 -0.054 -0.124 -0.444
N 0.005260 3.136994 -3.405745 -0.047 -0.156 -0.571 0.150
H 3.105660 -3.567606 -2.599345 0.037 0.083 -0.044 0.519
C -0.892340 -3.084406 4.586455 0.057 -0.055 -0.033 -0.899
C 3.248060 -4.198606 -0.540245 0.134 0.082 -0.042 -0.773
H -1.499840 4.523494 1.344655 0.004 -0.193 0.149 0.580
H 2.821960 -4.319206 1.571155 0.030 0.032 0.083 0.226
C 1.568160 3.191494 1.847655 2.876 0.581 -1.279 0.308
H 1.704860 4.576694 3.471755 -0.022 -0.022 0.101 0.512
H 2.505560 -4.993106 -0.629245 -0.008 -0.137 -0.037 0.322
H 0.643960 -3.590506 0.287355 -0.215 0.069 -0.007 0.799
C -0.202540 6.181794 -1.120345 -0.051 -0.414 0.065 -0.253
C 0.701460 1.098094 -3.321445 0.183 -0.127 -0.356 0.228
C 0.199460 2.741094 -4.669445 -0.010 -0.189 0.433 -0.349
Ir -0.251140 2.045394 -0.551245 -0.952 -0.857 -0.200 1.416
C 1.706360 1.539394 0.091555 -0.885 -0.741 -0.852 -1.310
H -4.690540 0.997794 1.294955 -0.010 -0.059 0.002 0.272
H 0.859460 -3.330306 -2.041245 -0.071 0.079 -0.072 0.286
C -0.629940 6.214794 0.195155 -0.272 -0.403 0.148 -1.232
H 0.503060 -3.670006 3.039755 0.092 -0.036 -0.016 -0.046
```
Forces are in eV/Å.